No. 1
The following is a quantum chemistry calculation of an isolated molecule of C11H24N4O2, from the Open Molecules 2025 dataset.

Geometry as XYZ:
```
41
Properties=species:S:1:pos:R:3:mulliken_charge:R:1
C -0.15 2.38 -0.64 -0.637
N -2.25 5.94 -3.22 -0.150
H -0.77 -4.22 2.25 0.246
H -0.22 1.04 1.20 0.269
H 3.03 -5.05 1.21 0.299
C 0.40 -1.72 0.85 -0.497
H 1.89 -6.44 1.01 0.414
N -1.54 4.35 -1.00 -0.066
C -0.90 3.55 0.01 -0.637
C 0.22 -2.75 -0.35 -0.943
H 0.55 2.77 -1.34 0.339
H -0.30 -5.96 2.34 0.359
C 2.10 -5.51 1.52 -1.132
H 2.23 -0.48 1.43 0.313
H 0.56 -2.20 1.82 0.372
H -1.13 -5.25 1.02 0.419
H -0.84 1.74 -1.18 0.384
H 2.26 -1.37 -0.16 0.400
O -1.16 5.52 -3.70 -0.290
H -0.82 -3.08 -0.38 0.413
H 2.08 -5.61 2.65 0.294
H 0.73 0.13 -1.07 0.261
O -2.77 5.88 0.25 -0.524
H 0.45 -2.12 -1.27 0.377
C -2.31 6.61 -1.94 0.019
H -3.22 7.27 -1.79 0.297
H -1.61 4.05 -2.01 0.314
N 1.23 0.44 -0.19 -0.289
N 0.98 -4.71 1.08 0.327
C -2.30 5.51 -0.78 0.126
C -0.35 -5.08 1.68 -1.091
C 0.54 1.53 0.48 -0.424
H -1.78 3.30 0.68 0.293
H 1.35 2.16 0.99 0.234
C 1.14 -4.00 -0.17 -0.662
C 1.65 -0.81 0.51 -0.985
H 2.19 -3.62 -0.23 0.382
H -1.43 7.32 -1.77 0.243
H 0.89 -4.59 -1.16 0.186
H -0.18 4.25 0.57 0.274
H -0.44 -1.19 0.80 0.471
```

The largest force on an atom is 5.0 eV Å⁻¹. The total energy is -21846.377 eV. The energy relative to the best compared isomer or geometry (same formula, charge and spin) is 94.5 kcal/mol. The SMILES is CN(C)CCCCNCCCNC(=O)CN=O.

No. 2
The following is a quantum chemistry calculation of a structure of composition C11H24N5SZn, from the Open Molecules 2025 dataset.

Geometry as XYZ:
```
42
Properties=species:S:1:pos:R:3:mulliken_charge:R:1
H -0.04 -1.68 3.30 0.410
H -0.66 -3.33 -1.47 0.339
Zn 0.81 0.01 0.05 -0.051
H -0.56 3.33 1.78 0.374
H -0.54 3.22 -2.79 0.415
H -1.13 -1.45 -3.08 0.454
H -1.76 -1.76 0.78 0.165
C -0.67 1.11 -2.59 -0.588
C 0.00 2.40 1.67 -0.878
N 0.41 2.17 0.28 -0.093
H 0.96 2.50 -2.27 0.364
N 2.73 0.06 0.01 -0.489
H 0.87 -0.20 -2.40 0.369
C 0.07 -2.91 0.90 -0.895
H -0.20 -3.93 0.59 0.386
H 1.34 2.56 0.15 0.315
S 5.50 0.15 -0.04 -0.351
C -1.13 -2.22 1.55 -0.469
N 0.62 -2.16 -0.24 -0.115
H -1.76 -2.97 2.04 0.397
H -0.58 1.01 -3.68 0.411
H 0.87 -3.02 1.64 0.514
H -1.59 -0.88 3.18 0.385
C -0.83 -1.27 -2.05 -0.574
H 1.61 -2.37 -0.31 0.319
H -1.75 1.11 1.56 0.381
H 0.81 0.15 2.58 0.342
C -0.50 2.79 -0.70 -0.649
C -0.72 -1.20 2.60 -0.815
C -0.84 1.23 2.16 -0.612
H 0.89 2.49 2.30 0.418
N -0.04 0.00 2.04 -0.160
H -1.74 1.07 -2.36 0.382
H -0.51 3.88 -0.55 0.462
H -1.15 1.41 3.19 0.465
C 3.91 0.10 -0.01 0.739
C -0.13 2.46 -2.14 -0.986
N -0.03 -0.04 -1.93 -0.327
H -1.73 -1.13 -1.46 0.337
C -0.02 -2.45 -1.54 -0.895
H 0.76 -2.70 -2.27 0.464
H -1.51 2.43 -0.49 0.340
```

The largest force on an atom is 0.3 eV Å⁻¹. The total energy is -78497.009 eV. As for the total charge: +1.

No. 3
The following is a quantum chemistry calculation of a cluster of 2 separate species, C11H24OSi in total, from the Open Molecules 2025 dataset.

Geometry as XYZ:
```
37
Properties=species:S:1:pos:R:3:mulliken_charge:R:1
C 0.70 -1.47 2.03 -0.148
H 1.81 -2.36 3.71 0.324
H 1.37 -3.48 2.39 0.238
C -0.03 -1.58 0.82 1.208
H -1.61 2.54 1.84 0.357
H -2.00 0.01 1.94 -0.218
C 0.26 3.30 -0.26 -1.596
H -2.99 2.57 0.53 0.430
C 0.70 -1.20 -2.10 -0.996
H 0.81 3.03 -1.18 0.348
C -1.02 2.41 -0.23 1.115
H 1.40 -1.08 -2.98 0.382
H -0.20 4.24 -0.40 0.602
H 0.64 -0.46 2.53 0.143
H -2.41 1.68 -1.77 0.319
H 1.49 0.04 -0.60 0.267
C -1.64 2.50 -1.66 -1.428
H 0.09 -0.33 -2.13 0.125
C -0.44 -3.02 0.44 -1.859
H 0.51 -3.45 0.08 0.399
H -0.96 2.30 -2.53 0.321
H 0.98 3.08 0.58 0.279
H -1.20 -2.89 -0.25 0.547
H -0.73 -3.70 1.24 0.346
O -0.62 0.97 -0.04 0.159
H 2.82 -2.48 -1.34 0.372
H 2.87 -2.19 0.48 0.272
H -1.83 3.97 0.70 0.402
H -1.89 3.57 -1.80 0.432
Si -1.38 -0.31 0.62 -0.005
H 3.52 -1.07 -0.61 0.384
H -0.02 -1.97 -2.10 0.278
C -2.03 2.89 0.85 -1.445
C 1.50 -2.43 2.67 -1.216
C 2.68 -1.80 -0.55 -1.335
C 1.43 -1.01 -0.82 0.414
H -2.56 -0.84 -0.11 -0.217
```

The largest force on an atom is 3.9 eV Å⁻¹. The total energy is -21718.077 eV. The energy relative to the best compared isomer or geometry (same formula, charge and spin) is 70.1 kcal/mol.

No. 4
The following is a quantum chemistry calculation of a structure of composition C11H25AlAsF12NO14S5, from the Open Molecules 2025 dataset.

Geometry as XYZ:
```
70
Properties=species:S:1:pos:R:3:mulliken_charge:R:1
H -0.78 4.57 2.35 0.300
O -4.13 -2.40 0.71 -0.557
O 0.41 -1.71 -1.08 -0.444
C -0.78 4.14 3.35 -1.044
H 1.58 -3.23 -3.99 0.473
H 6.50 -0.21 -0.58 0.389
O -2.14 0.75 -1.51 -0.723
O -0.87 -1.94 -3.16 -0.123
C -4.24 1.04 0.08 0.590
O -0.11 -3.99 -2.04 -0.666
C -4.57 3.26 3.28 0.005
H -4.78 3.50 4.32 0.411
O 4.54 1.40 -1.81 -0.307
H 1.87 3.61 1.01 0.188
O -1.65 1.81 2.43 -0.357
H 2.49 -2.82 -2.55 0.432
F -0.60 -3.13 1.50 -0.142
S -2.79 -2.38 0.15 0.644
F -1.98 -4.75 1.15 -0.211
H 4.64 2.37 0.08 0.329
N -2.09 -0.98 0.24 0.031
F -5.46 0.92 -0.40 -0.191
F 4.05 -4.26 3.12 -0.505
C -1.87 -3.46 1.45 0.484
O -2.29 2.47 4.75 -0.611
C 5.52 -0.43 -0.18 -1.037
F 1.77 -1.92 1.63 -0.524
H -1.14 4.86 4.07 0.393
Al 0.30 0.36 0.79 1.798
S 0.26 -2.60 -2.21 1.191
H -2.13 -3.28 -5.91 0.402
F 3.97 -2.89 1.07 -0.446
O -2.63 -3.18 -1.05 -0.586
H -1.97 -3.70 -3.55 0.362
H -6.59 3.26 2.56 0.359
C -1.36 -2.72 -5.37 -1.254
C 5.68 3.38 -1.51 -1.286
C 4.49 2.55 -0.99 -0.082
H 3.51 3.01 -1.10 0.262
S 4.10 -0.06 -1.24 1.006
O -3.99 -0.88 -1.77 -0.573
H -5.36 3.55 1.28 0.177
O -3.28 3.73 2.83 -0.246
F 1.91 -3.07 3.92 -0.505
H -1.32 -1.75 -5.88 0.326
H 0.19 3.79 3.71 0.371
H 5.49 3.57 -2.56 0.326
H 1.83 -1.42 -3.50 0.263
S -2.01 2.84 3.39 0.880
H 5.48 -1.51 -0.02 0.348
O 4.18 -1.05 -2.30 -0.646
O 2.95 0.09 -0.40 -0.366
C -1.82 -2.68 -3.88 -0.159
C 1.72 -2.46 -3.23 -1.273
F -2.46 -3.22 2.62 -0.215
H -5.76 4.80 2.26 0.370
As 2.95 -3.04 2.48 2.001
H 6.66 2.91 -1.45 0.297
O 1.30 2.87 1.26 -0.308
H -4.49 2.17 3.20 0.179
S -3.09 -0.15 -0.91 1.210
H 5.34 0.12 0.75 0.327
H 5.76 4.33 -0.97 0.377
H -0.38 -3.15 -5.54 0.254
C -5.63 3.72 2.33 -1.254
F -4.14 0.69 1.38 -0.235
F -3.75 2.25 0.06 -0.201
F 3.82 -1.71 3.18 -0.473
F 1.99 -4.33 1.80 -0.443
H -2.81 -2.22 -3.93 0.239
```

The largest force on an atom is 7.9 eV Å⁻¹. The total energy is -196180.994 eV.

No. 5
The following is a quantum chemistry calculation of a structure of composition C11H25AlBCl7F4ILiN3O2S, from the Open Molecules 2025 dataset.

Geometry as XYZ:
```
57
Properties=species:S:1:pos:R:3:mulliken_charge:R:1
N 1.10 1.18 2.37 -0.350
H 0.57 -0.43 -3.60 0.333
F -4.55 2.35 -1.87 -0.401
Al 4.08 -1.09 0.33 0.569
H -1.17 -0.08 3.34 -0.427
F -2.78 3.33 -3.11 -0.363
H -1.08 -1.15 -3.60 0.444
H 1.69 0.85 0.30 0.230
Li 3.48 -3.01 -3.01 0.822
H 0.02 0.07 0.71 0.042
Cl 7.79 -3.05 -1.78 -0.087
H -0.06 -3.35 -4.54 0.297
F -2.80 0.99 -2.73 -0.367
C 0.86 -3.22 -3.97 -1.266
C 0.25 2.43 2.17 -0.157
O 1.77 -2.19 -1.67 -0.725
S 0.47 -2.50 -2.35 0.688
H -2.71 0.01 0.66 0.280
H 1.86 3.81 2.48 0.297
C -2.21 0.33 2.97 -0.182
Cl 0.18 -2.14 2.61 -0.234
Cl -1.32 -0.49 5.01 -0.193
H -2.04 2.51 3.65 0.287
N 0.81 3.65 2.56 -0.245
H 5.65 -4.04 -1.71 -0.167
H -2.99 0.19 3.84 0.672
H -4.38 6.21 0.52 0.336
H 1.55 -2.57 -4.51 0.445
C 1.08 0.28 1.16 0.253
N -1.13 2.28 1.58 0.529
B -3.12 2.29 -2.16 0.393
H 1.93 -1.85 0.38 0.138
H 1.33 -4.19 -3.81 0.408
H -0.47 -0.31 -2.15 0.103
H -3.26 2.21 2.21 -0.065
O -0.68 -2.55 -6.41 -0.767
C -0.19 -0.94 -3.00 -0.739
Cl -4.71 3.97 1.18 -0.098
Cl -2.33 5.16 -0.01 -0.104
H 2.17 -2.92 2.81 0.287
C 6.67 -4.42 -1.60 0.413
H -1.98 -1.52 1.50 0.292
I -4.72 -1.28 2.11 0.049
Cl 6.95 -5.62 -2.87 -0.088
H 2.88 -1.15 3.46 0.309
H 0.87 0.68 3.26 0.284
H -0.77 -3.30 -6.96 0.221
H -3.44 5.79 1.98 0.272
C 2.32 -1.75 2.63 -0.607
H 0.26 4.45 2.96 0.287
F -2.36 2.48 -0.94 -0.159
C 1.82 -1.17 1.35 -0.046
C -2.18 1.96 2.63 0.021
C -2.65 -0.58 1.67 -0.640
Cl 6.83 -5.15 0.00 -0.092
C -3.76 5.45 0.99 -0.315
H -1.40 3.07 0.96 -0.118
```

The largest force on an atom is 4.6 eV Å⁻¹. The total energy is -145301.375 eV. The energy relative to the best compared isomer or geometry (same formula, charge and spin) is 219.4 kcal/mol. As for the total charge: +1.

No. 6
The following is a quantum chemistry calculation of a cluster of 6 separate species, C11H25B4F16N3O in total, from the Open Molecules 2025 dataset.

Geometry as XYZ:
```
60
Properties=species:S:1:pos:R:3:mulliken_charge:R:1
N -6.84 -0.40 -13.01 0.155
C -7.73 -9.04 -6.99 -0.851
B -2.04 -3.52 -10.90 0.591
C -7.55 -0.38 -11.82 -0.373
C -10.18 -2.95 -14.19 -1.036
H -7.08 -1.59 -14.81 0.405
F -5.22 -7.86 -16.56 -0.423
N -8.19 -10.38 -7.61 -0.157
H -9.20 -10.86 -5.77 0.393
F -14.88 -6.08 -7.67 -0.419
F -3.23 -4.09 -10.68 -0.399
H -5.20 0.65 -12.42 0.337
F -4.26 -7.44 -14.56 -0.427
C -7.39 -1.36 -13.80 -0.212
H -7.55 -9.27 -5.94 0.379
H -10.41 -11.26 -9.33 0.409
H -10.62 -3.80 -14.70 0.366
N -8.31 -2.05 -12.99 0.190
H -7.18 0.23 -11.01 0.400
F -12.76 -5.39 -8.54 -0.406
H -9.99 -2.26 -15.02 0.328
F -14.58 -5.82 -9.91 -0.431
H -6.78 -8.75 -7.45 0.387
O -8.91 -12.62 -9.67 -0.526
F -13.46 -7.40 -8.90 -0.346
B -2.89 4.93 -7.99 0.621
F -2.95 -7.79 -16.25 -0.388
H -10.92 -2.51 -13.53 0.310
H -9.04 -9.32 -9.04 0.422
H -8.50 -8.27 -7.08 0.406
C -7.08 -11.45 -7.30 -0.877
F -1.88 4.27 -8.64 -0.389
H -7.49 -9.98 -9.59 0.463
C -5.67 0.39 -13.37 -0.818
H -5.98 1.35 -13.77 0.336
B -13.90 -6.15 -8.71 0.602
F -1.87 -2.40 -10.20 -0.368
C -9.40 -11.23 -9.73 -0.662
F -3.73 5.63 -8.88 -0.426
H -10.17 -10.17 -6.96 0.466
H -9.62 -13.16 -10.03 0.319
H -9.52 -11.97 -7.13 0.398
H -8.98 -1.83 -10.93 0.410
F -3.74 4.03 -7.36 -0.411
F -2.32 5.74 -7.05 -0.396
H -9.58 -10.84 -10.73 0.421
C -8.94 -3.27 -13.33 -0.653
H -6.16 -11.09 -7.76 0.404
H -4.98 -0.13 -14.03 0.338
F -1.09 -4.40 -10.59 -0.394
B -4.15 -7.24 -15.93 0.627
H -9.21 -3.87 -12.46 0.334
H -6.81 -11.37 -6.25 0.408
C -9.39 -10.92 -6.84 -1.036
F -4.09 -5.89 -16.06 -0.389
H -7.41 -12.45 -7.59 0.330
C -8.44 -10.23 -9.12 -0.495
C -8.47 -1.42 -11.79 -0.237
F -1.92 -3.30 -12.26 -0.431
H -8.23 -3.94 -13.82 0.421
```

The largest force on an atom is 4.0 eV Å⁻¹. The total energy is -64538.373 eV. As for the total charge: -2.

no.,HOMO level (eV),Kohn-Sham gap (eV),M (g mol⁻¹)
1,-7.9,7.16,244.3
2,-10.7,8.38,323.8
3,-7.7,8.40,200.4
4,-10.6,3.71,885.5
5,-8.9,1.50,759.2
6,-5.6,7.08,562.6